No. 1
# C5H10N2O

An isolated molecule of C5H10N2O (ωB97M-V/def2-TZVPD, OMol25).

Geometry as XYZ:
```
18
C5H10N2O | OMol25 | ωB97M-V/def2-TZVPD
C -0.58148 -0.23395 -0.42977
C -0.73491 1.28796 -0.65459
C -1.55372 -0.75923 0.62074
N 0.76931 -0.68934 -0.24828
C 1.39589 -0.08846 0.83601
C 2.69734 0.20968 0.86847
N -0.89342 -0.76047 -1.84100
O -2.01576 -1.12337 -2.08979
H 1.31482 -0.70202 -1.10125
H 0.80318 0.00444 1.73587
H -0.12524 1.61086 -1.49661
H -1.77697 1.53372 -0.84573
H -2.56025 -0.77594 0.20445
H -1.27302 -1.77121 0.90392
H -1.56077 -0.12507 1.50307
H -0.41630 1.81502 0.24238
H 3.32959 0.08089 0.00577
H 3.18169 0.48649 1.78633
```

* SMILES: C=CNC(C)(C)N=O
* HOMO-LUMO gap: 8.5 eV
* E_HOMO: -8.53 eV
* energy relative to the best compared isomer or geometry (same formula, charge and spin): 325.8 kJ/mol
* charge: 0

No. 2
# C42H55BaClF6IN5O5SSbSi

A structure of composition C42H55BaClF6IN5O5SSbSi (ωB97M-V/def2-TZVPD, OMol25).

Geometry as XYZ:
```
119
C42H55BaClF6IN5O5SSbSi | OMol25 | ωB97M-V/def2-TZVPD
Ba -0.22772 -0.59334 0.40591
Cl -6.78670 0.15266 -3.60229
C -5.46394 0.29927 -2.45903
C -5.64529 0.98988 -1.30532
C -4.60589 1.12635 -0.35280
I -4.94824 2.22510 1.34507
C -3.36755 0.54931 -0.55813
O -2.38691 0.61316 0.23217
C -3.18822 -0.18507 -1.81716
N -1.95241 -0.73860 -2.01338
C -1.72396 -1.39644 -3.11368
C -2.69996 -1.57752 -4.12383
C -3.93635 -1.03788 -3.94173
C -4.21038 -0.31301 -2.75840
H -6.60144 1.44882 -1.09730
H -0.72338 -1.79783 -3.23244
H -2.44461 -2.13620 -5.01187
H -4.71112 -1.15279 -4.68862
C 0.49839 0.24148 -4.57999
C 1.67196 -0.73353 -4.48437
C 1.77063 -1.59909 -5.73385
C 2.97238 0.02842 -4.27196
O 1.37496 -1.56074 -3.37716
Si 2.18351 -2.75056 -2.55830
S 1.38749 -2.98719 -0.71195
O 3.78438 -2.30944 -2.66816
C 4.98466 -2.95791 -2.30937
C 5.42687 -3.82894 -3.48310
C 4.82833 -3.79894 -1.04786
C 6.00140 -1.83936 -2.06883
O 2.10848 -4.09862 -3.53887
C 1.35399 -5.29324 -3.50380
C 1.61187 -5.97822 -4.84697
C -0.13764 -4.98925 -3.35886
C 1.83916 -6.18845 -2.36330
H 0.72729 1.08088 -5.23715
H 0.27366 0.63930 -3.59114
H -0.39685 -0.25851 -4.95202
H 1.96008 -0.97856 -6.61024
H 0.84400 -2.14831 -5.88788
H 2.57656 -2.31918 -5.63841
H 3.06853 0.80584 -5.02723
H 3.82488 -0.63634 -4.31309
H 2.97779 0.51325 -3.29732
H 4.63584 -4.52048 -3.75861
H 6.32120 -4.39848 -3.22865
H 5.64679 -3.21018 -4.35282
H 4.14284 -4.62588 -1.20083
H 4.42508 -3.20509 -0.23255
H 5.79964 -4.20308 -0.75688
H 6.09231 -1.22096 -2.95948
H 6.98350 -2.24431 -1.82426
H 5.67388 -1.20501 -1.24898
H 1.32347 -5.31627 -5.66025
H 1.04996 -6.90699 -4.93626
H 2.67144 -6.20469 -4.95308
H -0.48260 -4.41344 -4.21691
H -0.31743 -4.41649 -2.45388
H -0.72189 -5.90886 -3.30329
H 2.90853 -6.36969 -2.47717
H 1.32611 -7.14824 -2.37302
H 1.67074 -5.70829 -1.40454
O -0.53384 2.30436 4.79300
C -0.75400 2.98871 3.83048
F 1.32588 -1.42857 2.27209
Sb -0.08572 -2.45459 3.09342
F -0.93724 -3.01211 1.47272
F 1.08683 -3.91058 3.05930
F -1.44488 -3.25320 4.10706
F 0.57010 -1.72962 4.70599
F -1.16332 -0.89651 2.79238
N 3.01685 3.75945 -3.78208
C 2.70166 3.50200 -2.70223
N 2.42006 3.36987 -1.41711
C 1.71600 2.32286 -1.10111
N 1.05448 1.49760 -0.61320
C -1.00308 8.00937 1.12072
C -1.02428 6.51782 1.02393
C -1.55511 5.87954 -0.09293
C -1.58503 4.49878 -0.20384
C -2.15812 3.83098 -1.41183
C -1.05400 3.72897 0.82490
C -0.49324 4.34356 1.92220
C -0.49290 5.73284 2.03364
N 0.11356 3.57537 2.96989
C 1.56583 3.31938 3.04220
C 2.28511 4.08694 1.93407
C 3.79013 3.83242 2.00976
C 4.31896 4.30750 3.36179
C 3.61471 3.54102 4.48150
C 3.88474 2.04679 4.32929
C 3.37150 1.57400 2.97153
C 4.07371 2.34144 1.84981
C 1.86240 1.82588 2.87376
C 2.11033 3.79093 4.39945
H -1.95015 8.44522 0.80245
H -0.22396 8.44867 0.49546
H -0.81450 8.32972 2.14509
H -1.96580 6.47122 -0.90130
H -2.68323 4.54912 -2.03643
H -2.85557 3.04264 -1.13223
H -1.36819 3.37126 -2.00417
H -1.09561 2.65636 0.73443
H -0.07782 6.17965 2.92716
H 2.09182 5.15713 2.03148
H 1.91382 3.78604 0.95718
H 4.27152 4.39321 1.20033
H 4.13830 5.38168 3.47526
H 5.39904 4.15306 3.41928
H 3.98546 3.88832 5.45618
H 3.38005 1.49420 5.12482
H 4.95509 1.84783 4.41963
H 3.54826 0.50214 2.85786
H 3.71810 1.99632 0.87787
H 5.15236 2.16140 1.88609
H 1.33264 1.24607 3.63152
H 1.55234 1.48820 1.88009
H 1.89580 4.86018 4.50884
H 1.59443 3.26068 5.20298
```

* HOMO-LUMO gap (spin up / spin down): 6.8 / 6.8 eV
* E_HOMO (spin up / spin down): -3.22 / -3.22 eV
* energy relative to the best compared isomer or geometry (same formula, charge and spin): 0.0 kJ/mol
* charge: -2
* multiplicity: 2